(1)
Here is a 11-piece molecular cluster, C30H80F6N5O25P6 overall from OMol25. Energies are from the ωB97M-V functional and the def2-TZVPD basis.

Values from the calculation:
frontier orbital gap: 0.3115 Eh
calculated total energy: -163103.0635 eV
highest occupied orbital energy: -6.718 eV

```
! RIJCOSX wB97M-V def2-TZVPD def2/J DEFGRID3
* xyz -1 1
P -8.847 -5.999 -28.460
F -7.390 -6.584 -28.902
F -8.791 -7.021 -27.192
F -8.084 -4.792 -27.686
F -10.269 -5.405 -27.934
F -8.935 -5.071 -29.768
F -9.675 -7.168 -29.224
C -6.156 -4.771 -31.621
O -6.671 -5.120 -32.677
N -5.642 -3.524 -31.443
C -4.733 -3.241 -30.314
C -5.631 -2.519 -32.453
H -6.140 -5.517 -30.811
H -3.712 -3.527 -30.572
H -5.126 -3.774 -29.449
H -4.827 -2.165 -30.172
H -6.299 -2.669 -33.297
H -5.854 -1.508 -32.092
H -4.622 -2.400 -32.882
C -7.749 -8.319 -32.031
O -8.014 -8.087 -33.182
N -7.502 -9.591 -31.581
C -7.561 -10.730 -32.460
C -6.902 -9.881 -30.302
H -7.544 -7.643 -31.186
H -8.134 -10.559 -33.364
H -7.953 -11.549 -31.847
H -6.548 -11.065 -32.732
H -7.546 -10.585 -29.773
H -5.853 -10.152 -30.406
H -6.899 -9.006 -29.645
C -11.893 -10.284 -25.207
O -12.583 -11.093 -24.619
N -11.891 -8.948 -25.055
C -11.034 -8.037 -25.817
C -12.578 -8.333 -23.942
H -11.186 -10.610 -25.997
H -10.154 -8.602 -26.114
H -10.597 -7.273 -25.179
H -11.648 -7.653 -26.623
H -13.137 -9.013 -23.301
H -11.892 -7.764 -23.313
H -13.376 -7.666 -24.300
C -7.863 -1.521 -28.943
O -7.767 -0.734 -29.873
N -7.628 -1.242 -27.635
C -7.814 -2.200 -26.583
C -6.888 -0.046 -27.312
H -8.305 -2.529 -29.068
H -6.970 -2.862 -26.390
H -8.630 -2.894 -26.780
H -8.155 -1.724 -25.662
H -5.833 -0.005 -27.600
H -7.279 0.772 -27.929
H -7.066 0.258 -26.285
C -8.638 -5.949 -23.221
O -9.524 -6.390 -22.506
N -7.923 -4.811 -22.981
C -7.023 -4.358 -24.033
C -8.011 -3.994 -21.791
H -8.347 -6.326 -24.220
H -6.021 -4.766 -23.962
H -6.976 -3.264 -23.985
H -7.481 -4.448 -25.019
H -8.270 -2.984 -22.130
H -8.903 -4.231 -21.213
H -7.084 -4.041 -21.225
C -3.712 -10.576 -28.869
O -4.931 -10.535 -28.117
P -5.530 -11.922 -27.630
O -5.158 -13.056 -28.459
O -5.169 -11.982 -26.088
C -4.201 -12.932 -25.608
O -7.088 -11.690 -27.620
C -7.630 -10.538 -26.978
H -3.383 -9.545 -28.969
H -3.865 -10.893 -29.904
H -3.008 -11.265 -28.411
H -4.630 -13.919 -25.484
H -3.902 -12.498 -24.655
H -3.315 -12.917 -26.239
H -8.487 -10.757 -26.335
H -8.156 -9.913 -27.710
H -6.901 -9.912 -26.470
C -14.274 -7.772 -27.956
O -14.324 -6.470 -27.407
P -15.262 -5.278 -27.868
O -16.710 -5.458 -27.913
O -14.820 -4.198 -26.784
C -15.505 -4.144 -25.550
O -14.661 -4.749 -29.221
C -13.241 -4.449 -29.237
H -15.054 -8.174 -28.605
H -14.305 -8.541 -27.158
H -13.278 -8.058 -28.321
H -15.702 -3.082 -25.357
H -14.843 -4.393 -24.718
H -16.467 -4.645 -25.507
H -12.816 -4.787 -28.296
H -13.045 -3.393 -29.420
H -12.748 -4.967 -30.059
C -4.438 -7.970 -24.093
O -3.452 -6.964 -23.943
P -3.261 -5.843 -25.030
O -2.581 -4.645 -24.560
O -2.441 -6.516 -26.228
C -1.090 -6.890 -26.016
O -4.685 -5.699 -25.666
C -4.857 -4.765 -26.783
H -4.459 -8.517 -25.026
H -5.448 -7.598 -23.887
H -4.282 -8.654 -23.256
H -0.791 -6.727 -24.979
H -0.470 -6.319 -26.704
H -0.900 -7.951 -26.198
H -4.793 -3.746 -26.415
H -5.781 -5.060 -27.268
H -4.057 -4.996 -27.490
C -10.706 -10.676 -30.715
O -10.679 -11.260 -29.405
P -11.235 -12.718 -29.157
O -11.261 -13.107 -27.755
O -12.627 -12.754 -29.907
C -13.863 -12.422 -29.227
O -10.386 -13.604 -30.171
C -9.231 -14.294 -29.670
H -10.087 -11.324 -31.333
H -10.464 -9.625 -30.650
H -11.690 -10.812 -31.177
H -13.689 -12.306 -28.157
H -14.567 -13.238 -29.364
H -14.165 -11.494 -29.706
H -9.295 -14.526 -28.604
H -8.311 -13.723 -29.801
H -9.197 -15.254 -30.182
C -11.291 -2.067 -36.911
O -10.795 -1.826 -35.607
P -10.579 -3.003 -34.571
O -9.605 -4.030 -34.891
O -10.301 -2.170 -33.256
C -9.427 -2.708 -32.237
O -12.053 -3.579 -34.351
C -13.103 -2.703 -33.982
H -12.020 -2.884 -36.955
H -10.515 -2.442 -37.586
H -11.705 -1.133 -37.274
H -9.828 -2.408 -31.271
H -8.433 -2.294 -32.396
H -9.315 -3.794 -32.214
H -14.036 -2.915 -34.511
H -12.901 -1.637 -34.053
H -13.354 -2.968 -32.950
*
```

Results of the Löwdin charge analysis, in e, for atoms 1 through 8: number 1, P, carries 0.18; number 2, F, carries -0.18; number 3, F, carries -0.18; number 4, F, carries -0.19; number 5, F, carries -0.17; number 6, F, carries -0.15; number 7, F, carries -0.17; number 8, C, carries -0.32

(2)
Here is a 6-piece molecular cluster, C30H84N12O6P4 overall from OMol25. Energies are from the ωB97M-V functional and the def2-TZVPD basis.

Values from the calculation:
frontier orbital gap: 0.3278 Eh
calculated total energy: -99798.9923 eV
highest occupied orbital energy: -8.533 eV
SMILES: CN(C)P(=O)(N(C)C)N(C)C.CN(C)P(=O)(N(C)C)N(C)C.CN(C)P(=O)(N(C)C)N(C)C.CN(C)P(=O)(N(C)C)N(C)C.CC(C)=O.CC(C)=O

```
! RIJCOSX wB97M-V def2-TZVPD def2/J DEFGRID3
* xyz 0 1
C -2.066 -0.955 4.345
N -3.085 -0.193 3.666
C -3.013 -0.013 2.212
P -4.331 0.504 4.633
O -4.455 -0.242 5.940
N -4.135 2.209 4.930
C -3.525 2.976 3.857
C -3.634 2.447 6.241
N -5.545 0.544 3.455
C -5.962 -0.805 3.022
C -6.608 1.513 3.602
H -2.294 -1.032 5.415
H -1.032 -0.568 4.280
H -1.972 -1.990 3.997
H -3.833 0.627 1.910
H -3.125 -0.996 1.734
H -2.099 0.531 1.943
H -2.464 2.739 3.775
H -4.093 2.705 2.979
H -3.636 4.036 4.058
H -2.514 2.429 6.303
H -3.972 3.391 6.674
H -3.965 1.639 6.893
H -6.763 -1.207 3.638
H -6.239 -0.856 1.975
H -5.123 -1.480 3.240
H -7.009 1.747 2.603
H -6.162 2.395 4.024
H -7.403 1.210 4.293
C 6.924 -1.064 -2.145
N 5.439 -0.777 -2.317
C 4.805 -0.283 -1.057
P 5.129 0.261 -3.608
O 5.582 1.664 -3.707
N 5.865 -0.713 -4.812
C 5.847 -0.065 -6.154
C 5.620 -2.172 -4.836
N 3.476 0.245 -3.538
C 2.850 1.400 -4.293
C 2.814 -1.104 -3.762
H 7.161 -1.038 -1.080
H 7.555 -0.360 -2.674
H 7.139 -2.070 -2.549
H 4.542 -1.093 -0.368
H 3.889 0.270 -1.264
H 5.491 0.386 -0.541
H 6.107 0.982 -5.999
H 6.615 -0.513 -6.776
H 4.865 -0.077 -6.711
H 4.798 -2.467 -5.513
H 6.509 -2.676 -5.187
H 5.364 -2.615 -3.869
H 1.800 1.447 -3.986
H 3.261 2.394 -4.109
H 2.874 1.236 -5.367
H 3.433 -1.829 -3.242
H 2.690 -1.327 -4.793
H 1.874 -0.998 -3.211
C -1.072 -3.443 -3.281
N -1.836 -4.427 -2.483
C -3.307 -4.404 -2.527
P -1.192 -4.988 -1.013
O -2.228 -5.820 -0.321
N 0.317 -5.506 -1.549
C 0.234 -6.485 -2.658
C 1.156 -6.012 -0.458
N -0.641 -3.792 0.047
C 0.346 -2.830 -0.388
C -1.649 -3.328 1.015
H 0.007 -3.511 -3.086
H -1.395 -2.407 -3.182
H -1.155 -3.748 -4.319
H -3.757 -5.348 -2.825
H -3.688 -3.610 -3.175
H -3.697 -4.144 -1.537
H -0.495 -6.151 -3.384
H 1.187 -6.628 -3.155
H -0.103 -7.445 -2.274
H 2.202 -5.900 -0.742
H 1.015 -5.378 0.413
H 0.952 -7.041 -0.163
H 0.857 -2.483 0.534
H 1.064 -3.259 -1.070
H -0.124 -1.949 -0.877
H -1.155 -3.110 1.976
H -2.384 -4.110 1.134
H -2.158 -2.432 0.646
C 4.206 2.816 1.246
N 2.917 3.270 0.692
C 2.965 3.640 -0.733
P 1.649 3.807 1.642
O 0.458 3.988 0.801
N 1.772 2.637 2.908
C 0.860 2.928 4.051
C 1.545 1.287 2.360
N 1.828 5.197 2.649
C 3.108 5.317 3.311
C 1.426 6.410 1.966
H 4.090 2.803 2.337
H 5.005 3.505 0.973
H 4.493 1.802 0.932
H 2.018 4.096 -0.982
H 3.137 2.774 -1.378
H 3.710 4.420 -0.938
H 1.048 2.288 4.926
H 0.905 3.955 4.422
H -0.182 2.676 3.805
H 2.014 1.161 1.382
H 2.018 0.554 3.027
H 0.459 1.143 2.322
H 3.062 6.181 3.997
H 3.441 4.499 3.965
H 3.943 5.584 2.642
H 0.597 6.200 1.309
H 2.290 6.779 1.386
H 1.214 7.141 2.740
C -6.866 0.444 -1.273
C -5.828 -0.320 -2.022
C -4.639 -0.875 -1.230
O -5.861 -0.448 -3.228
H -6.415 1.103 -0.524
H -7.441 -0.254 -0.654
H -7.549 0.990 -1.927
H -4.244 -0.089 -0.577
H -3.938 -1.270 -1.954
H -5.086 -1.666 -0.633
C -1.740 1.781 -1.234
C -0.714 0.939 -1.927
C 0.627 0.977 -1.177
O -0.903 0.336 -2.965
H -1.751 1.545 -0.152
H -2.768 1.706 -1.595
H -1.396 2.817 -1.276
H 1.474 0.641 -1.780
H 0.594 0.208 -0.385
H 0.883 1.917 -0.707
*
```

Results of the Löwdin charge analysis, in e, for atoms 1 through 8: number 1, C, carries -0.13; number 2, N, carries -0.29; number 3, C, carries -0.11; number 4, P, carries 0.64; number 5, O, carries -0.31; number 6, N, carries -0.33; number 7, C, carries -0.10; number 8, C, carries -0.15